Below is the molecule C8H17N, with properties calculated with ωB97M-V with the def2-TZVPD basis set.

The calculation puts the relative energy (zero: lowest compared OMol25 entry of this formula, charge and spin) at 13.29 kcal/mol. The net charge is 0. The HOMO energy is -8.18 eV. The SMILES is C/C=C(\C)[C@H](C)N(C)C. The HOMO-LUMO gap comes out at 9.2 eV. The value obtained for the largest force on an atom is 0.0344 hartree/bohr.

Last column: natural (NBO) charge in e.
Geometry (Å):
C  -1.804  0.378  2.554  -0.656
C  -0.707  0.094  1.573  -0.177
C  -0.419  0.832  0.499  -0.011
C  -1.144  2.108  0.177  -0.651
C  0.669  0.413  -0.452  -0.063
C  0.356  0.731  -1.921  -0.635
N  1.004  -1.053  -0.202  -0.447
C  2.356  -1.439  -0.529  -0.402
C  0.043  -1.987  -0.748  -0.422
H  -1.550  1.234  3.182  0.213
H  -2.743  0.600  2.049  0.211
H  -1.958  -0.479  3.206  0.215
H  -0.081  -0.753  1.810  0.220
H  -1.882  1.953  -0.610  0.217
H  -1.658  2.495  1.052  0.219
H  -0.441  2.868  -0.163  0.212
H  1.584  0.947  -0.168  0.200
H  0.359  1.804  -2.095  0.216
H  -0.616  0.333  -2.206  0.207
H  1.114  0.289  -2.565  0.213
H  3.057  -0.763  -0.040  0.197
H  2.536  -2.449  -0.153  0.198
H  2.565  -1.440  -1.611  0.155
H  -0.964  -1.632  -0.539  0.209
H  0.178  -2.958  -0.267  0.197
H  0.147  -2.126  -1.835  0.161